Entry from OMol25: a molecular structure, C23H64LiN3O11 at a distorted geometry (ωB97M-V/def2-TZVPD).

Each line ends with the Mulliken charge.
CARTESIAN COORDINATES (ANGSTROEM)
1 Li -0.63 -2.12 1.80  0.9096
2 C 0.75 -0.82 0.41  2.1752
3 O -0.20 -1.63 -0.23  -1.4634
4 H 1.07 -1.13 1.48  0.2270
5 H 0.54 0.10 0.48  -0.9640
6 H 1.71 -0.69 -0.30  -1.1307
7 C 3.09 1.47 -1.77  0.1612
8 O 3.65 2.55 -2.33  -0.5900
9 H 2.54 1.71 -0.77  0.0057
10 H 3.87 0.73 -1.53  0.0733
11 H 2.43 1.08 -2.46  0.0513
12 H 4.31 2.80 -1.69  0.3573
13 C 0.75 -1.28 -3.34  -0.1657
14 O 1.26 -2.20 -2.53  -0.6605
15 H 0.61 -0.40 -2.78  -0.1118
16 H -0.09 -1.51 -4.00  0.1412
17 H 1.64 -1.01 -3.78  0.2854
18 H 0.84 -1.95 -1.72  0.1666
19 C -2.07 1.33 -1.97  -0.3679
20 O -0.93 1.68 -1.12  -0.5478
21 H -1.97 1.63 -2.95  0.5050
22 H -3.00 1.91 -1.39  0.0500
23 H -2.40 0.17 -1.85  -0.0415
24 H -0.49 0.98 -0.60  -0.0860
25 C -1.86 -3.76 -2.26  -0.6672
26 O -2.05 -2.41 -1.72  -0.4723
27 H -1.83 -3.59 -3.50  0.1614
28 H -2.64 -4.51 -2.09  0.2891
29 H -1.00 -4.13 -1.78  0.2420
30 H -1.33 -2.19 -1.19  0.5929
31 C 1.20 1.58 2.21  -0.7150
32 O 0.42 2.51 2.94  -0.5453
33 C -0.83 2.85 2.22  0.8629
34 C -1.65 3.68 3.26  -0.9456
35 N -2.86 4.13 2.51  -0.4027
36 C -3.81 4.80 3.55  -0.6426
37 C -5.02 5.40 2.87  -0.4587
38 O -5.86 5.96 3.77  -0.2967
39 C -7.10 6.54 3.37  -0.7614
40 H 1.10 2.00 1.33  0.3018
41 H 0.98 0.63 2.38  0.1893
42 H 2.16 1.99 2.23  0.4680
43 H -1.40 1.77 2.07  -0.6189
44 H -0.70 3.43 1.25  0.2990
45 H -0.85 4.43 3.77  0.3420
46 H -1.85 3.16 4.00  0.6559
47 H -3.40 3.29 2.35  0.2313
48 H -3.33 5.67 3.97  0.3060
49 H -4.01 4.15 4.49  0.2818
50 H -5.41 4.64 2.30  0.3875
51 H -4.65 6.11 2.11  0.3104
52 H -7.75 6.95 4.27  0.1953
53 H -7.62 5.74 2.85  0.3279
54 H -6.84 7.12 2.54  0.3522
55 C 1.26 -3.55 3.82  -0.9038
56 O 0.42 -2.46 3.43  -0.0680
57 C -0.17 -1.68 4.56  -1.2169
58 C -0.82 -0.58 3.86  0.0677
59 N -1.86 -1.09 3.11  -0.5100
60 C -2.46 0.04 2.21  0.8860
61 C -3.57 -0.68 1.30  -1.9839
62 O -4.16 0.44 0.56  -0.2664
63 C -5.15 -0.05 -0.26  -0.7586
64 H 0.74 -4.32 4.47  0.2829
65 H 2.15 -3.06 4.27  0.3300
66 H 1.72 -4.04 2.81  0.2261
67 H 0.43 -1.29 5.32  0.5168
68 H -0.76 -2.33 5.33  0.4224
69 H -0.05 0.17 3.45  -0.2875
70 H -1.26 0.07 4.53  0.7753
71 H -2.56 -1.47 3.72  0.3250
72 H -1.61 0.27 1.46  -1.0220
73 H -2.76 0.91 2.71  0.9720
74 H -4.12 -1.06 1.87  1.2867
75 H -3.32 -1.30 0.54  0.6127
76 H -5.96 -0.35 0.47  0.3384
77 H -4.83 -0.80 -1.07  0.1840
78 H -5.41 0.95 -0.65  0.2679
79 C 5.41 -0.92 0.96  -0.6244
80 O 5.52 -0.86 -0.45  -0.4244
81 C 4.69 -1.68 -1.14  0.5232
82 C 4.99 -1.65 -2.73  -0.7602
83 N 4.00 -2.47 -3.46  -0.2832
84 C 3.90 -2.21 -4.83  -0.4392
85 C 3.30 -3.40 -5.58  -0.4664
86 O 3.31 -3.21 -6.97  -0.3495
87 C 4.43 -3.62 -7.70  -0.7819
88 H 5.53 -1.85 1.41  0.3960
89 H 4.40 -0.50 1.30  0.0259
90 H 6.08 -0.26 1.38  0.3360
91 H 3.74 -1.30 -0.88  -0.7608
92 H 4.80 -2.76 -0.82  0.5103
93 H 5.88 -1.95 -2.89  0.6533
94 H 4.95 -0.49 -2.98  0.2300
95 H 2.97 -2.39 -3.18  0.3666
96 H 5.05 -2.17 -4.94  0.4336
97 H 3.53 -1.24 -4.98  0.2579
98 H 2.29 -3.33 -5.12  0.0691
99 H 3.72 -4.35 -5.36  0.4293
100 H 4.17 -3.66 -8.77  0.3055
101 H 4.65 -4.70 -7.66  0.3116
102 H 5.34 -3.10 -7.56  0.3145

Calculated values
Relative energy (zero: lowest compared OMol25 entry of this formula, charge and spin) in eV: 0.000
HOMO in Ha: -0.2938
Multiplicity: 1
Frontier orbital gap in eV: 7.628



Entry from OMol25: a molecular structure, C50H42N7OPtS3 (ωB97M-V/def2-TZVPD).

Each line ends with the Mulliken charge.
CARTESIAN COORDINATES (ANGSTROEM)
1 Pt 1.22 2.14 0.01  0.3349
2 C 2.90 4.23 3.31  -1.5293
3 C 2.17 3.77 2.10  0.8830
4 N 2.57 2.72 1.43  0.3244
5 N 3.67 2.08 1.83  -1.0827
6 C 4.34 1.41 0.83  0.2610
7 O 4.15 1.53 -0.38  -0.6965
8 C 5.42 0.51 1.35  0.4409
9 C 6.16 -0.22 0.43  -0.2550
10 C 7.15 -1.10 0.86  -0.6298
11 C 7.40 -1.24 2.22  -0.4344
12 C 6.66 -0.51 3.14  -0.7207
13 C 5.67 0.37 2.71  -0.0761
14 C 1.11 4.53 1.44  0.6801
15 C 0.52 5.69 1.94  -0.9486
16 C -0.33 6.42 1.14  -0.3588
17 C -0.58 5.99 -0.16  -0.8832
18 C -0.02 4.81 -0.59  -0.0379
19 N 0.77 4.08 0.20  0.1313
20 H 2.76 3.53 4.14  0.2853
21 H 2.58 5.22 3.63  0.4305
22 H 3.97 4.26 3.10  0.3658
23 H 5.96 -0.09 -0.63  0.4511
24 H 7.72 -1.67 0.15  0.3915
25 H 8.17 -1.92 2.57  0.4125
26 H 6.85 -0.61 4.20  0.3955
27 H 5.09 0.94 3.41  0.4524
28 H 0.74 6.00 2.95  0.3342
29 H -0.79 7.32 1.51  0.4701
30 H -1.20 6.57 -0.84  0.4426
31 H -0.21 4.39 -1.57  0.5562
32 N -0.37 1.70 -1.22  -0.4950
33 S -1.75 1.31 -0.94  1.4529
34 N -2.18 -0.18 -1.54  -0.3084
35 S -1.80 -1.46 -0.75  1.1540
36 N -0.60 -1.53 0.19  0.1794
37 S 1.00 -1.15 -0.12  1.1770
38 N 1.52 0.15 0.22  -0.0708
39 C 1.25 -1.69 -1.81  0.4242
40 C 1.62 -2.99 -2.11  -0.1827
41 C 1.85 -3.33 -3.44  -0.9201
42 C 1.72 -2.37 -4.43  -0.7592
43 C 1.35 -1.07 -4.11  -0.7196
44 C 1.12 -0.72 -2.79  -0.2247
45 C 1.79 -2.40 0.86  -0.0437
46 C 3.15 -2.19 1.06  -0.4169
47 C 3.86 -3.08 1.84  -0.4672
48 C 3.21 -4.16 2.42  -0.7208
49 C 1.85 -4.36 2.21  -1.0135
50 C 1.13 -3.48 1.42  0.2707
51 C -3.16 -1.92 0.30  0.5978
52 C -4.43 -1.86 -0.27  -0.9578
53 C -5.52 -2.20 0.52  -0.7628
54 C -5.33 -2.58 1.85  -0.5955
55 C -4.05 -2.63 2.39  -0.8710
56 C -2.95 -2.30 1.61  -0.0416
57 C -1.79 -2.73 -1.99  0.5652
58 C -1.54 -4.02 -1.54  -0.7600
59 C -1.50 -5.05 -2.46  -0.7732
60 C -1.70 -4.77 -3.81  -0.6335
61 C -1.96 -3.48 -4.24  -0.8605
62 C -2.01 -2.44 -3.32  -0.1021
63 C -2.94 2.31 -1.82  -0.1482
64 C -3.31 1.96 -3.11  -0.2195
65 C -4.15 2.82 -3.81  -0.8363
66 C -4.60 3.99 -3.22  -0.5551
67 C -4.21 4.33 -1.93  -1.0682
68 C -3.36 3.49 -1.22  -0.1301
69 C -2.43 1.27 0.73  0.7936
70 C -1.57 1.28 1.82  -0.4263
71 C -2.11 1.18 3.09  -1.2361
72 C -3.48 1.07 3.27  -0.6860
73 C -4.33 1.05 2.16  -1.0019
74 C -3.80 1.15 0.89  -0.3427
75 H 1.73 -3.74 -1.34  0.5108
76 H 2.15 -4.34 -3.69  0.4838
77 H 1.92 -2.63 -5.47  0.4251
78 H 1.26 -0.32 -4.89  0.5197
79 H 0.87 0.30 -2.52  0.2729
80 H 3.63 -1.33 0.62  0.2986
81 H 4.91 -2.91 2.01  0.3233
82 H 3.76 -4.86 3.04  0.4321
83 H 1.35 -5.21 2.67  0.4630
84 H 0.07 -3.62 1.26  0.1832
85 H -4.56 -1.55 -1.29  0.4095
86 H -6.51 -2.15 0.10  0.4633
87 H -6.18 -2.83 2.46  0.4366
88 H -3.91 -2.92 3.42  0.4831
89 H -1.95 -2.31 2.02  0.5364
90 H -1.38 -4.21 -0.48  0.2042
91 H -1.31 -6.06 -2.13  0.4711
92 H -1.66 -5.58 -4.53  0.4258
93 H -2.12 -3.28 -5.29  0.4773
94 H -2.19 -1.42 -3.63  0.4767
95 H -2.95 1.05 -3.55  0.3919
96 H -4.46 2.56 -4.81  0.4443
97 H -5.27 4.65 -3.77  0.4283
98 H -4.56 5.24 -1.48  0.4504
99 H -3.04 3.75 -0.22  0.7071
100 H -0.50 1.34 1.67  0.5467
101 H -1.45 1.19 3.95  0.5449
102 H -3.90 1.01 4.26  0.4514
103 H -5.40 0.96 2.30  0.4853
104 H -4.46 1.13 0.03  0.5989

Calculated values
HOMO (spin up / spin down) in Ha: -0.3392 / -0.3393
Total charge: +1
Multiplicity: 1
Frontier orbital gap (spin up / spin down) in eV: 6.801 / 6.801



Entry from OMol25: a molecular structure, C18H26CdN7O4S2 (ωB97M-V/def2-TZVPD).

Each line ends with the Mulliken charge.
CARTESIAN COORDINATES (ANGSTROEM)
1 Cd 0.33 1.50 0.34  2.5588
2 C 2.84 1.63 -4.73  -1.2379
3 C 2.87 2.50 -3.54  0.9209
4 N 3.70 3.46 -3.32  -0.7668
5 N 3.35 3.95 -2.09  0.2243
6 C 2.32 3.32 -1.54  0.3300
7 S 1.61 3.66 -0.04  -0.5807
8 N 1.99 2.38 -2.48  0.4647
9 N 0.95 1.48 -2.32  -0.8941
10 H 3.63 1.94 -5.41  0.3537
11 H 1.88 1.70 -5.25  0.3258
12 H 3.00 0.58 -4.45  0.3067
13 H 3.86 4.72 -1.68  0.1689
14 H 1.34 0.56 -2.14  0.2621
15 H 0.36 1.49 -3.15  0.2663
16 C -0.16 4.39 2.87  -1.1408
17 C -1.24 3.95 1.89  -0.5358
18 O -1.31 2.52 1.75  -0.2385
19 C -1.74 1.87 2.96  -0.3469
20 C -2.12 0.44 2.70  -1.2183
21 H -0.02 5.47 2.78  0.3820
22 H 0.79 3.91 2.65  0.2628
23 H -0.42 4.17 3.90  0.3950
24 H -1.04 4.33 0.89  0.4009
25 H -2.22 4.30 2.20  0.3577
26 H -2.60 2.44 3.35  0.4558
27 H -0.94 1.93 3.70  0.3094
28 H -2.84 0.36 1.89  0.2703
29 H -2.56 0.01 3.60  0.4678
30 H -1.24 -0.16 2.46  0.1649
31 C 4.14 -0.15 1.48  -1.0852
32 S 2.46 -0.35 0.99  0.7936
33 O 2.32 0.21 -0.37  -0.7615
34 O 2.12 -1.75 1.08  -0.6726
35 O 1.66 0.52 1.90  -0.9175
36 H 4.74 -0.87 0.94  0.3775
37 H 4.19 -0.33 2.55  0.3687
38 H 4.45 0.87 1.25  0.3169
39 N -2.32 -8.84 0.17  -0.4495
40 C -2.25 -7.71 0.06  -0.0053
41 C -2.16 -6.28 -0.09  0.4366
42 C -1.26 -5.56 0.70  -1.0199
43 C -1.17 -4.18 0.57  -0.3846
44 C -1.97 -3.54 -0.37  1.4328
45 C -2.86 -4.25 -1.16  -0.5559
46 C -2.95 -5.62 -1.02  -0.9486
47 N -1.88 -2.12 -0.51  0.3232
48 C -2.81 -1.27 -1.07  0.1492
49 C -2.29 -0.02 -0.99  -1.4494
50 N -1.04 -0.09 -0.41  -0.2065
51 C -0.83 -1.36 -0.14  -0.4027
52 H -0.65 -6.07 1.43  0.4475
53 H -0.49 -3.64 1.21  0.4147
54 H -3.46 -3.75 -1.91  0.3340
55 H -3.64 -6.19 -1.63  0.4528
56 H -3.76 -1.61 -1.42  0.4229
57 H -2.73 0.91 -1.30  0.5382
58 H 0.08 -1.75 0.29  0.3620

Calculated values
Relative energy (zero: lowest compared OMol25 entry of this formula, charge and spin) in eV: 0.000
HOMO in Ha: -0.4368
Total charge: +1
Multiplicity: 1
Frontier orbital gap in eV: 9.502



no.,DFT total energy (Ha)
1,-1913.46657
2,-3702.51396
3,-2349.72312